# C18H23I2NO3S2VYb

A molecular structure, C18H23I2NO3S2VYb in a non-equilibrium geometry (the ωB97M-V functional and the def2-TZVPD basis, the Open Molecules 2025 dataset).

Properties
highest occupied orbital energy (alpha / beta)	-19.725 / -19.719	eV
Kohn-Sham gap (alpha / beta)	4.281 / 3.976	eV
⟨S²⟩	3.804

Structure (ORCA input):
```
! wB97M-V def2-TZVPD RIJCOSX def2/J DEFGRID3
* xyz 4 4
I 0.66371 -3.18979 -0.34647
I 0.70093 -2.23489 -4.23499
Yb 0.19868 1.30796 -2.91262
V 0.24397 -0.55660 -0.42920
S 1.62305 -0.89650 -2.17300
S -1.52932 -0.80994 -1.96035
C 1.15583 1.02292 0.05603
C 3.62068 -1.16826 -2.09474
C -3.20220 -0.24089 -1.37129
C 4.05358 -0.99314 -3.53662
C 4.11626 -0.08868 -1.13803
C 3.94651 -2.55493 -1.58486
C -4.09451 -0.24505 -2.63050
C -3.06832 1.13033 -0.74138
C -3.61349 -1.26921 -0.32581
C 2.12299 2.79036 -2.23566
C -0.26127 3.72996 -2.29975
O 1.70708 1.83929 0.72053
O 2.91377 3.63954 -2.20543
O -0.32191 4.88287 -2.28755
H 3.81226 0.00544 -3.91202
H 3.57890 -1.70652 -4.22512
H 5.14238 -1.12008 -3.60047
H 3.88274 0.92475 -1.53390
H 5.22647 -0.20566 -1.03265
H 3.64255 -0.21740 -0.13904
H 3.70480 -2.69492 -0.52418
H 5.03084 -2.71696 -1.68778
H 3.43341 -3.33309 -2.15685
H -5.12254 0.08370 -2.42899
H -4.15337 -1.24386 -3.10107
H -3.68298 0.46870 -3.36113
H -4.07008 1.44463 -0.41691
H -2.68942 1.85560 -1.47178
H -2.39447 1.08700 0.12671
H -4.64604 -1.06454 -0.01836
H -2.95512 -1.20520 0.55464
H -3.53278 -2.30127 -0.69628
N -0.67986 -0.12384 1.33862
C -0.91693 0.02138 2.48372
C -1.06372 0.23179 3.87414
C -2.34989 0.49583 4.37101
C -2.47367 0.81987 5.70694
C -1.34954 0.83444 6.52486
C -0.09458 0.47986 6.04089
C 0.06165 0.13902 4.70910
H -3.20266 0.43200 3.67341
H -3.45175 1.08724 6.08710
H -1.45599 1.15075 7.56345
H 0.77365 0.48073 6.67792
H 1.01969 -0.20471 4.30574
*
```

---

# C18H23INO6P

2 unconnected molecules or ions with the total composition C18H23INO6P in a non-equilibrium geometry (the ωB97M-V functional and the def2-TZVPD basis, the Open Molecules 2025 dataset).

Properties
highest occupied orbital energy	-9.482	eV
SMILES	CO[C@@](COCCP(=O)(O)O)(CC(=O)I)c1ccncc1.c1ccccc1
Kohn-Sham gap	9.118	eV

Structure (ORCA input):
```
! wB97M-V def2-TZVPD RIJCOSX def2/J DEFGRID3
* xyz 0 1
C 3.83661 -0.42805 0.49767
O 2.90951 -1.50055 0.29063
C 2.26828 -1.46276 -0.97794
C 0.89539 -0.65871 -0.95764
O 1.00424 0.59901 -0.28277
C -0.12111 1.39936 -0.64538
C -1.50535 0.84292 -0.04023
P -2.69576 0.59127 -1.44584
O -3.83464 -0.24847 -0.99053
O -3.21599 2.12903 -1.90041
O -1.95803 -0.10861 -2.79050
C 3.18723 -1.01723 -2.19046
C 3.08351 0.50517 -2.58081
O 3.69905 1.39187 -2.10344
I 1.70263 1.03567 -4.20944
C 1.84203 -2.95589 -1.28398
C 1.02509 -3.31737 -2.45765
C 0.66117 -4.71665 -2.60433
N 0.97194 -5.74385 -1.77254
C 1.74428 -5.38285 -0.71562
C 2.21880 -4.04879 -0.37691
H 4.10959 -0.46060 1.59113
H 3.42227 0.59144 0.31193
H 4.80893 -0.54943 -0.05366
H 0.18811 -1.32172 -0.37287
H 0.44456 -0.57800 -1.98307
H -0.01900 2.44068 -0.22989
H -0.22346 1.53008 -1.76101
H -1.97359 1.61525 0.62772
H -1.34521 -0.07582 0.57390
H -3.31988 2.14402 -2.87037
H -1.96199 0.57383 -3.48724
H 4.27604 -1.25508 -2.05261
H 2.87843 -1.58737 -3.11080
H 0.70944 -2.53790 -3.18899
H 0.03248 -4.97345 -3.49611
H 2.01811 -6.20051 0.00055
H 2.82819 -3.86898 0.53395
C -2.37246 3.07991 5.33367
C -2.96069 1.95374 4.77093
C -3.46689 2.00606 3.47798
C -3.38842 3.18688 2.74903
C -2.80813 4.31573 3.31496
C -2.29882 4.26211 4.60654
H -1.97192 3.03686 6.33970
H -3.02409 1.03378 5.34050
H -3.92292 1.12660 3.03757
H -3.78121 3.22742 1.73905
H -2.75210 5.23822 2.74839
H -1.84427 5.14171 5.04725
*
```

---

# C18H23N2O

A gas-phase ion, C18H23N2O (charge +1) in a non-equilibrium geometry (the ωB97M-V functional and the def2-TZVPD basis, the Open Molecules 2025 dataset).

Properties
relative energy (zero: lowest compared OMol25 entry of this formula, charge and spin)	527.9	kJ/mol
highest occupied orbital energy	-11.166	eV
SMILES	COc1ccc([C@H](CN=[N+](C)C)c2ccc(C)cc2)cc1
Kohn-Sham gap	5.511	eV

Structure (ORCA input):
```
! wB97M-V def2-TZVPD RIJCOSX def2/J DEFGRID3
* xyz 1 1
C -3.72322 -2.26370 -6.03827
O -3.04593 -1.00934 -5.87167
C -3.10007 -0.34427 -4.69708
C -2.52139 0.94257 -4.65630
C -2.63810 1.71603 -3.51343
C -3.23407 1.19659 -2.34605
C -3.34154 2.00054 -0.98967
C -2.26057 1.77580 0.36392
N -1.10403 2.31590 -0.02867
N 0.02122 1.94755 0.62472
C 1.24933 2.42108 0.03992
C 0.03474 1.91084 2.04861
C -4.76744 2.21391 -0.50187
C -4.91651 3.01891 0.63655
C -6.13639 3.06356 1.29163
C -7.25710 2.42875 0.77236
C -8.51950 2.52806 1.57043
C -7.16787 1.80160 -0.46666
C -5.94243 1.74257 -1.12871
C -3.86784 -0.03704 -2.45388
C -3.72877 -0.85510 -3.55861
H -3.45553 -2.62414 -7.03864
H -3.40726 -3.00276 -5.29054
H -4.81428 -2.13291 -5.97053
H -2.03236 1.30662 -5.54857
H -2.13390 2.69251 -3.47498
H -2.82355 2.97026 -1.23007
H -2.66574 0.90529 -0.07185
H -2.55727 2.11583 1.36961
H 2.08795 1.91674 0.52517
H 1.29168 2.24630 -1.03151
H 1.36863 3.50760 0.20004
H 1.07066 1.69422 2.37503
H -0.30944 2.85741 2.46917
H -0.63483 1.10952 2.43165
H -3.99768 3.50627 1.01809
H -6.16996 3.61769 2.21998
H -9.16615 1.67485 1.41579
H -8.29683 2.62690 2.63321
H -9.12097 3.40484 1.31977
H -8.05416 1.37262 -0.90235
H -5.88867 1.24688 -2.10838
H -4.39898 -0.41206 -1.57621
H -4.16465 -1.83560 -3.54035
*
```

---

Please write out number 1 again, unchanged.
# C18H23I2NO3S2VYb

A molecular structure, C18H23I2NO3S2VYb in a non-equilibrium geometry (the ωB97M-V functional and the def2-TZVPD basis, the Open Molecules 2025 dataset).

Properties
highest occupied orbital energy (alpha / beta)	-19.725 / -19.719	eV
Kohn-Sham gap (alpha / beta)	4.281 / 3.976	eV
⟨S²⟩	3.804

Structure (ORCA input):
```
! wB97M-V def2-TZVPD RIJCOSX def2/J DEFGRID3
* xyz 4 4
I 0.66371 -3.18979 -0.34647
I 0.70093 -2.23489 -4.23499
Yb 0.19868 1.30796 -2.91262
V 0.24397 -0.55660 -0.42920
S 1.62305 -0.89650 -2.17300
S -1.52932 -0.80994 -1.96035
C 1.15583 1.02292 0.05603
C 3.62068 -1.16826 -2.09474
C -3.20220 -0.24089 -1.37129
C 4.05358 -0.99314 -3.53662
C 4.11626 -0.08868 -1.13803
C 3.94651 -2.55493 -1.58486
C -4.09451 -0.24505 -2.63050
C -3.06832 1.13033 -0.74138
C -3.61349 -1.26921 -0.32581
C 2.12299 2.79036 -2.23566
C -0.26127 3.72996 -2.29975
O 1.70708 1.83929 0.72053
O 2.91377 3.63954 -2.20543
O -0.32191 4.88287 -2.28755
H 3.81226 0.00544 -3.91202
H 3.57890 -1.70652 -4.22512
H 5.14238 -1.12008 -3.60047
H 3.88274 0.92475 -1.53390
H 5.22647 -0.20566 -1.03265
H 3.64255 -0.21740 -0.13904
H 3.70480 -2.69492 -0.52418
H 5.03084 -2.71696 -1.68778
H 3.43341 -3.33309 -2.15685
H -5.12254 0.08370 -2.42899
H -4.15337 -1.24386 -3.10107
H -3.68298 0.46870 -3.36113
H -4.07008 1.44463 -0.41691
H -2.68942 1.85560 -1.47178
H -2.39447 1.08700 0.12671
H -4.64604 -1.06454 -0.01836
H -2.95512 -1.20520 0.55464
H -3.53278 -2.30127 -0.69628
N -0.67986 -0.12384 1.33862
C -0.91693 0.02138 2.48372
C -1.06372 0.23179 3.87414
C -2.34989 0.49583 4.37101
C -2.47367 0.81987 5.70694
C -1.34954 0.83444 6.52486
C -0.09458 0.47986 6.04089
C 0.06165 0.13902 4.70910
H -3.20266 0.43200 3.67341
H -3.45175 1.08724 6.08710
H -1.45599 1.15075 7.56345
H 0.77365 0.48073 6.67792
H 1.01969 -0.20471 4.30574
*
```